C7H13NO in the gas phase at a distorted geometry, computed with ωB97M-V/def2-TZVPD.

Bonds (Å) are listed after each position.
Cartesian coordinates (Å):
1 C 1.5318 -1.5452 2.1697  C2 1.532, H10 1.020, H11 1.049, H12 1.094
2 C 0.3733 -0.9152 1.3898  C1 1.532, N3 1.298, O9 1.379
3 N 0.7230 -0.3188 0.2908  C2 1.298, C4 1.474
4 C -0.4984 -0.1146 -0.5091  N3 1.474, C5 1.506, C8 1.500, H13 1.156
5 C -0.3316 1.0893 -1.3980  C4 1.506, C6 1.516, C7 1.733, H14 1.140
6 C -0.4345 2.5420 -0.9779  C5 1.516, H15 1.184, H16 1.183, H17 1.081
7 C 1.0469 0.7226 -2.3822  C5 1.733, H18 1.192, H19 1.140, H20 1.047
8 C -1.6071 -0.4800 0.4327  C4 1.500, O9 1.455, H21 1.104, H22 1.163
9 O -0.9444 -1.3216 1.4170  C2 1.379, C8 1.455
10 H 2.3794 -1.0548 1.8850  C1 1.020
11 H 1.4216 -2.5366 1.8466  C1 1.049
12 H 1.4653 -1.6253 3.2590  C1 1.094
13 H -0.4153 -1.0085 -1.2367  C4 1.156
14 H -1.1208 1.0992 -2.2207  C5 1.140
15 H -1.4851 3.0865 -1.0290  C6 1.184
16 H -0.3678 2.4527 0.1993  C6 1.183
17 H 0.3979 3.0479 -1.4465  C6 1.081
18 H 1.2655 1.5346 -3.2277  C7 1.192
19 H 0.9224 -0.2920 -2.8871  C7 1.140
20 H 1.8062 0.9127 -1.6873  C7 1.047
21 H -2.3146 -1.1015 -0.1436  C8 1.104
22 H -1.9431 0.4956 0.9688  C8 1.163

## Properties
Kohn-Sham gap: 10.113 eV
maximum force: 5.6 eV/Å
SMILES: CC1=N[C@H](C(C)C)CO1